# 1
90
Properties=species:S:1:pos:R:3:forces:R:3:lowdin_charge:R:1 method="wB97M-V/def2-TZVPD" fmax_ev_per_a=1.87 charge=0 homo_ev=-9.2 multiplicity=1
C -1.38585 -0.41756 4.21880 0.2 -0.1 -0.4 0.132
C -1.35260 -1.33874 3.45627 -0.9 0.0 0.2 -0.268
O -1.55413 -2.32889 2.59045 0.8 0.3 -0.7 -0.071
P -0.64196 -2.12333 1.22793 1.3 -0.1 -0.7 0.540
O 0.48707 -1.20211 1.40438 -1.0 -0.4 0.1 -0.182
O -0.11800 -3.67637 0.96615 -0.6 1.7 -0.3 -0.093
C 0.97168 -3.62849 0.19321 0.2 -0.8 0.3 -0.280
C 2.01380 -3.71938 -0.38568 -0.5 -0.4 0.0 0.146
O -1.61195 -1.84104 -0.00757 0.5 -0.6 1.7 -0.147
C -2.27844 -0.55314 0.06786 -0.6 1.2 -1.2 -0.185
C -1.35811 0.65241 -0.25793 0.4 -0.9 0.9 -0.143
C -1.15995 1.55605 0.97308 0.4 0.8 -0.6 -0.164
C -1.16909 3.04342 0.63540 -0.4 -0.3 0.8 -0.166
O 0.07909 3.44227 0.02014 -0.2 -0.2 -0.6 0.018
C 0.09526 4.73751 -0.30755 0.8 0.6 -0.4 -0.549
C 0.98430 5.15258 -1.48003 -0.2 -0.8 1.0 0.035
O -0.53210 5.58552 0.26888 -0.7 0.1 0.3 0.083
H -1.34251 0.52013 4.71536 0.0 -0.1 0.3 0.039
H 2.85496 -3.98111 -0.97693 0.1 0.3 -0.1 0.041
H -3.04967 -0.58589 -0.70144 0.0 -0.4 0.1 0.123
H -2.80338 -0.41549 1.01458 0.2 -0.2 0.1 0.107
H -1.73147 1.19953 -1.12161 -0.2 0.1 0.1 0.116
H -0.40063 0.21302 -0.54488 0.0 0.2 -0.1 0.113
H -0.21772 1.35393 1.48631 0.0 -0.2 -0.1 0.116
H -1.95075 1.38961 1.70451 -0.1 0.1 -0.1 0.091
H -1.96542 3.29123 -0.07097 -0.1 -0.1 0.1 0.129
H -1.34475 3.60331 1.55401 0.2 0.1 -0.2 0.093
H 1.55754 5.99952 -1.11302 0.1 0.1 -0.3 0.067
H 0.30029 5.45842 -2.26820 0.2 0.1 -0.1 0.091
H 1.64160 4.34827 -1.80038 0.0 0.0 -0.1 0.082
C -3.19605 5.37313 5.41629 0.1 -0.2 0.0 -0.015
C -2.96052 5.19151 3.93865 0.2 0.1 0.0 -0.506
O -2.35053 4.23730 3.51079 0.1 0.1 0.2 0.040
C -3.51451 6.24331 3.01441 0.1 -0.2 -0.2 -0.010
H -2.74440 4.54604 5.95997 0.0 0.0 0.0 0.082
H -2.74548 6.30734 5.75428 -0.1 0.1 0.0 0.087
H -4.26752 5.39114 5.62363 0.0 0.2 0.0 0.086
H -3.07702 7.21428 3.25011 -0.1 0.0 0.1 0.090
H -4.59995 6.29869 3.11953 0.0 0.1 0.1 0.084
H -3.26775 5.98651 1.98572 0.0 0.0 0.0 0.086
C 1.41894 -6.36200 5.35332 0.1 -0.2 0.0 -0.027
C 1.71178 -6.61422 3.89395 0.1 -0.1 -0.1 -0.502
O 2.24674 -7.63492 3.52677 0.0 0.0 0.0 0.068
C 1.30683 -5.53748 2.91988 0.1 -0.2 -0.1 -0.030
H 1.75881 -7.21063 5.94320 0.0 0.0 0.0 0.079
H 1.94020 -5.46405 5.68861 -0.1 0.1 0.0 0.084
H 0.34571 -6.23271 5.50167 0.0 0.2 0.0 0.083
H 1.82559 -4.60663 3.15663 -0.1 0.1 0.0 0.096
H 0.22976 -5.37617 2.96821 0.0 0.1 0.1 0.083
H 1.57344 -5.84097 1.91046 0.0 0.0 0.0 0.078
C 1.89031 8.38496 0.81380 0.0 0.0 -0.3 -0.028
C 3.38229 8.59920 0.77214 0.0 0.0 -0.1 -0.508
O 3.95585 8.85963 -0.25989 0.0 0.0 0.0 0.067
C 4.12905 8.47238 2.07741 0.2 0.0 -0.1 -0.027
H 1.47496 8.50404 -0.18462 0.0 0.0 0.0 0.082
H 1.66379 7.37726 1.16708 -0.1 0.1 0.2 0.078
H 1.42576 9.12234 1.47040 0.0 -0.1 0.2 0.086
H 3.99679 7.46984 2.48719 -0.1 0.1 0.1 0.085
H 3.75701 9.20693 2.79337 -0.1 -0.1 0.1 0.083
H 5.18879 8.64874 1.90687 0.0 0.0 0.0 0.080
C 2.10556 -5.39903 -5.60033 -0.1 0.3 0.2 -0.037
C 1.61656 -5.04623 -4.21821 0.0 0.0 0.0 -0.497
O 1.95544 -4.02537 -3.66453 0.1 0.0 0.0 0.060
C 0.68156 -6.02324 -3.54587 0.0 0.2 0.2 -0.022
H 2.76469 -4.61900 -5.96373 0.0 0.0 0.0 0.072
H 2.65563 -6.33887 -5.57297 -0.1 -0.1 -0.1 0.078
H 1.25717 -5.49307 -6.28093 0.0 -0.2 0.0 0.089
H 1.17142 -6.99192 -3.43330 -0.1 -0.1 -0.1 0.084
H -0.22391 -6.14374 -4.14282 0.0 -0.1 -0.1 0.083
H 0.41029 -5.64662 -2.56118 0.0 0.0 0.0 0.070
C -6.71521 1.57134 1.29674 0.1 -0.1 -0.2 -0.020
C -5.32459 2.08838 1.56734 0.1 0.0 0.0 -0.481
O -4.42033 1.92268 0.77942 0.0 -0.1 -0.1 0.074
C -5.09438 2.83116 2.85728 0.1 -0.1 -0.1 -0.008
H -6.73353 1.06257 0.33519 0.0 0.0 0.0 0.082
H -7.00961 0.86776 2.07697 -0.1 0.1 0.1 0.086
H -7.42320 2.40111 1.27294 -0.1 0.0 0.1 0.086
H -5.32278 2.18956 3.71081 -0.2 0.1 0.0 0.095
H -5.72601 3.72227 2.88619 -0.1 -0.1 0.1 0.090
H -4.05452 3.13243 2.91028 0.0 -0.1 -0.1 0.049
C 3.88818 -7.18878 -9.49471 -0.2 0.2 0.0 -0.022
C 4.59135 -6.74478 -8.23611 0.0 0.1 0.0 -0.494
O 4.20280 -5.79397 -7.59785 0.1 -0.1 -0.2 0.056
C 5.79986 -7.53965 -7.80837 0.0 0.1 0.2 -0.022
H 3.04073 -6.53422 -9.68622 0.0 0.0 0.0 0.082
H 4.57342 -7.13990 -10.34224 0.0 -0.2 0.0 0.085
H 3.52818 -8.21249 -9.38028 0.1 -0.1 -0.1 0.085
H 6.56381 -7.50514 -8.58645 0.0 -0.1 0.0 0.085
H 5.51860 -8.57788 -7.62471 0.1 0.0 -0.1 0.085
H 6.20706 -7.11538 -6.89328 0.0 0.0 0.0 0.083

---

# 2
91
Properties=species:S:1:pos:R:3:forces:R:3:lowdin_spin:R:1 method="wB97M-V/def2-TZVPD" fmax_ev_per_a=0.41 charge=0 homo_ev="-5.4 / -8.0" s2=6.010 multiplicity=5
Co 0.07660 0.44172 0.15285 0.2 0.3 -0.1 2.732
N 1.95644 1.43608 -0.25306 -0.1 0.1 0.1 0.042
C 2.67540 2.14405 0.82532 -0.1 -0.1 0.1 0.004
C 2.75906 1.30053 2.09673 -0.2 0.0 -0.1 0.000
C 1.36268 1.07412 2.68258 0.0 0.1 -0.1 0.005
O 0.97654 1.77951 3.60941 0.1 -0.1 0.0 0.008
O 0.66926 0.15570 2.09447 -0.1 -0.1 0.2 0.035
H 2.53119 0.68571 -0.62260 0.0 0.0 -0.1 0.002
H 1.73771 2.05331 -1.02994 0.0 0.0 0.0 0.001
H 2.13078 3.06457 1.04662 0.0 0.0 0.0 0.000
H 3.68196 2.41973 0.50304 0.0 0.1 0.0 0.002
H 3.36859 1.82235 2.83280 0.0 0.0 0.0 0.000
H 3.21042 0.33136 1.86229 0.1 0.0 0.0 0.000
C 2.10307 -2.65004 1.96628 0.0 0.2 0.1 0.007
As 1.06614 -2.13035 0.38973 0.1 -0.3 -0.2 0.030
C -0.65395 -2.82446 1.01540 0.0 0.0 0.1 0.001
C 1.54174 -3.72620 -0.72235 0.0 0.1 -0.2 0.012
C 2.57049 -3.66433 -1.87657 0.0 0.0 0.1 0.001
C 3.74233 -2.75228 -1.48513 -0.1 0.0 0.1 0.001
C 1.97863 -3.16384 -3.20111 -0.1 0.1 0.2 0.006
As 1.06724 -1.40236 -3.05995 0.0 0.1 -0.1 0.019
C 1.51262 -0.75373 -4.86145 -0.1 0.0 0.0 0.002
C -0.74083 -2.02885 -3.50169 0.0 0.0 0.0 0.010
C 3.15000 -5.07883 -2.09190 0.0 0.0 0.0 0.001
As 2.10518 -6.74250 -2.42490 0.0 0.0 0.1 0.000
C 1.43961 -7.10717 -0.60824 0.0 0.0 0.0 0.000
C 0.36444 -6.20739 -3.17225 0.0 0.0 0.0 0.000
H 1.85085 -1.97157 2.77892 0.0 0.0 0.0 0.000
H 3.17205 -2.58361 1.76451 0.0 0.0 0.0 0.000
H 1.85427 -3.67301 2.24909 0.0 0.0 0.0 0.001
H -0.59547 -3.89082 1.23203 0.0 0.0 0.0 0.000
H -1.42746 -2.64865 0.26717 0.0 0.0 0.0 0.001
H -0.91593 -2.28778 1.92837 0.0 0.0 0.0 0.000
H 0.59698 -4.13419 -1.08814 0.0 0.0 0.0 0.000
H 1.92835 -4.43236 0.01385 -0.1 0.0 0.1 0.001
H 3.41132 -1.70918 -1.46911 0.1 0.0 0.0 0.001
H 4.56302 -2.83891 -2.20058 0.0 0.0 0.0 0.000
H 4.12548 -3.00806 -0.49295 0.0 0.0 0.0 0.000
H 1.27367 -3.89271 -3.59682 0.0 0.0 -0.1 0.000
H 2.78162 -3.05413 -3.93566 0.0 0.0 0.0 0.000
H 1.55994 -1.57300 -5.58021 0.0 0.0 0.0 0.000
H 2.46941 -0.23393 -4.83741 0.0 0.0 0.0 0.000
H 0.74572 -0.04459 -5.17591 0.0 0.0 0.0 0.000
H -0.71765 -2.67285 -4.38169 0.0 0.0 0.0 0.001
H -1.37810 -1.16712 -3.70109 0.0 0.0 0.1 0.004
H -1.16604 -2.58241 -2.66347 0.0 0.0 0.0 0.000
H 3.74379 -5.35913 -1.21346 0.0 0.0 0.0 0.000
H 3.85505 -5.03573 -2.92575 0.0 0.0 0.0 0.000
H 2.26123 -7.04813 0.10624 0.0 0.0 0.0 0.000
H 1.04247 -8.12158 -0.58220 0.0 0.0 0.0 0.000
H 0.65342 -6.41495 -0.30941 0.0 0.0 0.0 0.000
H 0.46100 -5.90671 -4.21416 0.0 0.0 0.0 0.000
H -0.12595 -5.41585 -2.60716 0.0 0.0 0.0 0.000
H -0.26272 -7.09920 -3.13734 0.0 0.0 0.0 0.000
C -0.78850 2.77926 -3.19816 0.0 -0.1 -0.1 0.008
O -0.17431 1.94119 -2.24047 0.0 0.0 0.1 0.167
C -0.94217 0.95624 -1.55992 0.1 -0.2 0.0 0.641
C -2.41049 0.96820 -1.84940 0.2 0.1 0.1 0.117
H -1.67517 3.28003 -2.80022 0.0 0.0 0.0 0.002
H -1.08020 2.23193 -4.10031 0.0 0.0 0.0 0.004
H -0.05209 3.53237 -3.47717 0.0 0.0 0.0 -0.001
H -2.65501 0.95642 -2.92015 -0.1 0.0 0.0 0.017
H -2.91794 1.85034 -1.41617 0.0 -0.1 0.0 0.033
H -2.86958 0.08852 -1.39333 0.0 0.0 0.0 0.001
C -2.00723 0.99247 3.15620 0.0 0.1 0.0 0.000
C -1.68124 2.14424 2.27524 0.0 0.1 -0.1 0.005
N -1.06262 2.11156 1.11597 -0.1 0.1 0.1 0.064
C -1.01042 3.40867 0.64887 0.2 -0.1 0.0 0.004
C -1.57878 4.24116 1.55347 -0.1 0.0 0.0 0.001
N -2.02198 3.42771 2.58019 0.1 0.0 0.1 0.002
C -2.54113 3.87255 3.85246 0.0 -0.1 0.0 0.001
N -1.60433 3.70373 4.93523 0.0 0.0 -0.2 0.000
N -1.94515 2.88283 5.96261 0.1 0.1 -0.1 0.000
N -0.95862 2.77067 6.75761 0.1 0.0 0.1 0.000
C 0.09413 3.51240 6.26198 0.0 0.0 -0.1 0.000
C 1.39049 3.68409 6.74805 0.1 0.0 0.1 0.000
C 2.24018 4.47526 6.01238 0.1 0.0 0.1 0.000
C 1.81854 5.09562 4.82077 -0.1 0.0 -0.1 0.000
C 0.54242 4.93685 4.32885 0.0 0.0 0.0 0.000
C -0.30976 4.11910 5.07349 -0.1 -0.1 0.2 0.000
H -1.89144 0.07169 2.59473 0.0 0.0 0.0 0.001
H -3.02839 1.06642 3.53709 0.0 0.0 0.0 0.000
H -1.31323 0.95924 3.99697 0.0 0.0 0.0 0.000
H -0.54979 3.64123 -0.29914 -0.1 0.0 0.0 0.000
H -1.74976 5.30561 1.55129 0.0 -0.1 0.0 0.000
H -3.40997 3.28061 4.12816 -0.1 0.0 0.1 0.000
H -2.84137 4.91266 3.74832 0.0 0.1 0.0 0.000
H 1.70364 3.20579 7.66734 0.0 0.0 0.0 0.000
H 3.25702 4.62847 6.35042 0.0 0.0 0.0 0.000
H 2.51880 5.71027 4.26949 0.0 0.0 0.0 0.000
H 0.23321 5.41343 3.40988 0.0 0.0 0.0 0.000